{"formula": "C27H39F3IrN2O5Si2", "method": "wB97M-V/def2-TZVPD", "homo_ev": [-5.13, -8.49], "e_tot_ev": -68593.45043, "orbital_gap_ev": [5.23, 7.24], "s_squared": 8.7959, "fmax_ev_per_a": 0.67, "total_charge": 0, "multiplicity": 6, "e_above_lowest_kcal_mol": 0.0, "species": ["Ir", "Si", "Si", "F", "F", "F", "O", "O", "O", "O", "O", "N", "N", "C", "C", "C", "C", "C", "C", "C", "C", "C", "C", "C", "C", "C", "C", "C", "C", "C", "C", "C", "C", "C", "C", "C", "C", "C", "C", "C", "H", "H", "H", "H", "H", "H", "H", "H", "H", "H", "H", "H", "H", "H", "H", "H", "H", "H", "H", "H", "H", "H", "H", "H", "H", "H", "H", "H", "H", "H", "H", "H", "H", "H", "H", "H", "H", "H", "H"], "positions_angstrom": [[0.9633, -0.5524, -0.0136], [-0.2932, -2.0450, 1.5361], [2.9218, -0.5949, 1.4776], [-0.8454, -3.0820, -3.4933], [0.9397, -4.3056, -3.5675], [0.6408, -2.7222, -5.0148], [0.7064, -2.0017, -1.6348], [-0.2327, 1.2074, -1.6957], [2.3024, 1.3032, -1.3385], [2.2012, -1.5013, -3.2495], [-0.0047, 1.3357, 0.9694], [2.9057, 1.3810, -3.5222], [-0.8970, 3.3924, 1.0939], [1.4907, -3.2106, 5.1039], [-4.9566, 0.6475, 0.5347], [-5.0857, -0.2461, -1.7136], [4.3136, 1.1736, -3.2175], [2.0110, 1.3375, -2.5359], [2.7295, -2.5814, 5.1110], [-2.8921, -0.0118, -0.6232], [-6.3278, 0.7915, 0.5524], [0.4727, -3.0590, -3.7296], [0.5210, 1.2841, -2.8899], [-1.8534, -1.4595, 2.4127], [1.0021, -2.2614, 2.9115], [-1.4896, 4.5636, 0.4579], [4.5811, -1.3026, 0.9670], [-0.4382, 2.4671, -1.1090], [-0.9994, 3.3169, 2.5478], [3.1119, -1.8145, 4.0214], [-6.4563, -0.0976, -1.6865], [2.2736, -1.6440, 2.9098], [-0.4355, 2.3459, 0.4034], [0.6449, -3.0480, 4.0174], [-0.6630, -3.7427, 0.8486], [-4.2889, 0.1278, -0.6037], [1.2260, -2.0777, -2.7942], [-7.0896, 0.4235, -0.5575], [3.2391, 1.1346, 2.1459], [2.5449, 1.2380, -4.9253], [-0.3205, -3.5472, 4.0338], [-0.5120, 2.4152, 2.9001], [4.1523, 1.1328, 2.7500], [-2.0492, 3.2994, 2.8480], [1.1861, -3.8235, 5.9442], [0.3654, 3.1629, -1.3741], [4.0893, -1.3372, 4.0380], [-1.4049, -3.6857, 0.0474], [3.3604, 1.8590, 1.3343], [0.2169, 2.1532, -3.4781], [4.9166, 1.8918, -3.7732], [5.1525, -0.5699, 0.3895], [2.4034, 1.4536, 2.7744], [0.2371, -4.2061, 0.4368], [-1.0532, -4.3868, 1.6442], [-8.1664, 0.5368, -0.5401], [-2.0900, -2.1535, 3.2258], [4.4757, 1.3024, -2.1534], [-2.2988, 0.2665, 0.2390], [-1.7215, -0.4623, 2.8446], [-1.4191, 5.3983, 1.1518], [5.1527, -1.5601, 1.8640], [-2.7062, -1.4335, 1.7290], [-4.3633, 0.9157, 1.4026], [-4.5953, -0.6590, -2.5878], [2.7741, 0.2274, -5.2674], [0.3094, 0.3879, -3.4669], [3.1076, 1.9598, -5.5182], [-7.0477, -0.3927, -2.5448], [4.4730, -2.2043, 0.3602], [-6.8200, 1.1844, 1.4338], [3.3941, -2.6947, 5.9595], [-2.3690, -0.4312, -1.4738], [-2.5430, 4.4033, 0.2166], [-0.5182, 4.1884, 2.9914], [-1.3901, 2.8758, -1.4541], [4.5939, 0.1578, -3.5035], [-0.9536, 4.8446, -0.4447], [1.4874, 1.4214, -5.0852]], "forces_ev_per_angstrom": [[0.081, -0.657, -0.117], [0.189, 0.280, 0.177], [-0.224, -0.121, 0.031], [-0.039, 0.011, 0.013], [0.006, -0.066, -0.007], [-0.007, -0.016, -0.055], [-0.095, 0.182, 0.088], [-0.038, 0.166, -0.157], [0.200, 0.398, -0.227], [-0.178, 0.028, 0.079], [0.011, -0.030, -0.155], [0.122, 0.127, -0.322], [-0.128, 0.092, 0.089], [-0.003, 0.002, -0.028], [0.020, 0.006, 0.011], [-0.022, -0.013, -0.038], [-0.093, -0.016, -0.049], [-0.242, -0.298, 0.450], [0.002, 0.009, -0.020], [-0.081, 0.057, -0.024], [-0.016, -0.021, -0.041], [0.016, -0.046, 0.025], [0.029, 0.020, 0.079], [-0.127, 0.084, 0.049], [0.142, -0.017, 0.246], [0.040, -0.045, 0.079], [0.083, -0.051, -0.194], [0.030, -0.099, 0.011], [-0.011, 0.059, -0.057], [-0.096, -0.062, -0.022], [-0.015, 0.003, 0.029], [-0.091, -0.172, 0.180], [0.018, 0.047, -0.045], [0.110, 0.065, -0.025], [-0.008, -0.182, -0.196], [0.098, 0.018, 0.013], [0.331, 0.274, -0.042], [0.043, 0.007, 0.003], [-0.066, 0.199, -0.031], [0.077, -0.036, 0.148], [0.024, 0.024, 0.000], [0.019, -0.022, -0.021], [-0.049, 0.036, 0.025], [0.002, 0.002, -0.005], [0.004, 0.009, -0.007], [0.012, 0.033, -0.006], [-0.043, -0.026, -0.001], [0.027, -0.023, 0.049], [0.020, -0.071, 0.065], [-0.027, 0.019, -0.055], [0.015, -0.004, -0.022], [-0.034, -0.058, 0.018], [0.064, 0.021, -0.025], [-0.063, 0.011, 0.022], [0.022, -0.006, -0.054], [0.040, -0.010, -0.001], [-0.037, 0.059, 0.001], [-0.024, 0.010, 0.022], [-0.019, -0.050, -0.057], [-0.012, -0.062, -0.021], [0.003, 0.000, 0.013], [0.030, 0.008, -0.049], [0.032, -0.026, 0.069], [-0.031, 0.006, -0.009], [-0.026, 0.011, 0.012], [-0.007, -0.032, 0.001], [-0.017, -0.085, -0.009], [0.019, -0.011, -0.006], [0.024, 0.008, 0.013], [0.025, 0.026, 0.052], [0.026, -0.005, -0.010], [-0.008, 0.000, -0.012], [-0.066, 0.010, 0.054], [-0.006, -0.020, 0.003], [0.002, -0.002, 0.006], [-0.065, 0.023, -0.008], [0.032, -0.005, 0.015], [0.025, -0.012, -0.006], [-0.003, 0.028, -0.003]], "lowdin_charge": [1.251, 0.450, 0.439, 0.144, 0.155, 0.142, -0.181, -0.191, -0.044, 0.078, -0.108, -0.135, -0.121, -0.094, -0.051, -0.045, -0.015, -0.451, -0.096, 0.082, -0.094, -0.555, -0.106, -0.222, -0.305, -0.028, -0.216, -0.124, -0.008, -0.114, -0.092, -0.313, -0.404, -0.113, -0.223, -0.305, -0.559, -0.092, -0.222, -0.029, 0.092, 0.086, 0.028, 0.099, 0.098, 0.147, 0.094, 0.025, 0.016, 0.137, 0.090, 0.022, 0.018, 0.028, 0.027, 0.098, 0.024, 0.085, 0.030, 0.021, 0.094, 0.022, 0.007, 0.105, 0.110, 0.098, 0.131, 0.093, 0.102, 0.024, 0.101, 0.098, 0.068, 0.103, 0.095, 0.138, 0.099, 0.088, 0.080]}